Record 1
A 3-piece molecular cluster, C16H12BrF17O5 overall in a non-equilibrium geometry, computed with the ωB97M-V functional and the def2-TZVPD basis.

```
! wB97M-V def2-TZVPD RIJCOSX def2/J DEFGRID3
* xyz 0 1
C 4.725 0.072 0.054
C 3.737 -0.596 -0.895
F 3.916 -0.093 -2.191
C 2.305 -0.399 -0.482
C 1.533 0.694 -0.392
Br 2.005 2.443 -0.738
C 0.167 0.240 0.050
O -0.896 0.721 -0.169
O 0.356 -0.994 0.649
C 1.450 -1.545 -0.059
O 1.531 -2.700 -0.315
H 4.791 1.132 -0.195
H 5.707 -0.389 -0.072
H 4.400 -0.038 1.091
H 3.919 -1.675 -0.945
F 1.013 2.008 6.125
C 1.676 1.471 5.086
F 2.849 2.132 4.947
C 0.881 1.615 3.785
F 0.742 2.915 3.466
F 1.689 1.045 2.831
C -0.474 0.894 3.685
O -1.638 1.670 3.877
C -2.217 1.842 5.104
F -1.644 1.084 6.054
F -3.505 1.448 5.000
C -2.251 3.322 5.503
F -1.001 3.820 5.572
F -2.823 3.429 6.721
H 1.889 0.419 5.293
H -0.545 0.583 2.645
H -0.488 -0.019 4.281
H -2.829 3.892 4.774
F -1.223 -3.540 -5.241
C -1.308 -3.820 -3.926
F -2.015 -4.965 -3.787
C -2.033 -2.705 -3.166
F -3.311 -2.615 -3.587
F -2.053 -3.127 -1.867
C -1.386 -1.311 -3.136
O -1.893 -0.329 -4.019
C -1.408 -0.152 -5.284
F -0.321 -0.902 -5.529
F -1.032 1.144 -5.393
C -2.499 -0.371 -6.339
F -2.979 -1.627 -6.268
F -1.958 -0.187 -7.564
H -0.306 -3.975 -3.518
H -1.634 -0.922 -2.149
H -0.297 -1.374 -3.181
H -3.313 0.339 -6.186
*
```

SMILES: C[C@H](F)C1=C(Br)C(=O)OC1=O.FC(F)C(F)(F)COC(F)(F)C(F)F.FC(F)C(F)(F)COC(F)(F)C(F)F
Largest force on an atom, eV/Å: 1.08
Kohn-Sham gap, eV: 9.443
Calculated total energy, Ha: -5264.836083

***

Record 2
C15H25NPdS7Sb as an isolated structure in a non-equilibrium geometry, computed with the ωB97M-V functional and the def2-TZVPD basis.

```
! wB97M-V def2-TZVPD RIJCOSX def2/J DEFGRID3
* xyz 1 1
Pd 1.072 0.186 0.917
S 2.783 -0.741 2.508
Sb 1.927 0.802 4.075
S -1.334 -1.301 3.973
S 0.532 1.931 2.550
S 0.173 -1.028 5.132
C 0.674 1.418 -3.384
C 1.423 0.106 -3.231
S 1.493 -0.559 -1.507
C 3.277 -0.469 -1.125
C 3.846 0.940 -1.080
S 3.286 1.858 0.404
C 2.505 3.360 -0.280
C 1.246 3.071 -1.076
S 1.637 2.881 -2.872
H -0.261 1.415 -2.827
H 0.453 1.585 -4.440
H 2.444 0.194 -3.590
H 0.921 -0.673 -3.803
H 3.796 -1.067 -1.875
H 3.370 -0.962 -0.146
H 3.568 1.517 -1.961
H 4.933 0.890 -1.015
H 3.247 3.891 -0.874
H 2.263 3.943 0.610
H 0.546 3.904 -0.994
H 0.767 2.153 -0.685
C -4.301 -0.400 0.651
N -3.099 0.379 0.318
C -2.482 0.916 1.538
C -2.106 -0.409 -0.487
C -1.560 -1.620 0.230
C -2.214 -2.846 0.115
C -1.699 -3.979 0.716
C -0.521 -3.896 1.435
C 0.126 -2.676 1.566
C -0.372 -1.521 0.960
H -4.974 0.197 1.263
H -4.002 -1.282 1.214
H -4.818 -0.706 -0.256
H -3.384 1.172 -0.265
H -2.325 0.109 2.255
H -3.114 1.679 1.986
H -1.506 1.361 1.311
H -1.264 0.263 -0.710
H -2.589 -0.707 -1.419
H -3.120 -2.926 -0.471
H -2.207 -4.925 0.612
H -0.100 -4.778 1.894
H 1.047 -2.651 2.142
*
```

Largest force on an atom, eV/Å: 2.11
Kohn-Sham gap (spin up / spin down), eV: 4.136 / 4.150
Relative energy (zero: lowest compared OMol25 entry of this formula, charge and spin), eV: 4.066
Calculated total energy, Ha: -3796.476009

***

Record 3
A 2-piece molecular cluster, C5H10N2 overall, computed with the ωB97M-V functional and the def2-TZVPD basis.

```
! wB97M-V def2-TZVPD RIJCOSX def2/J DEFGRID3
* xyz 1 2
N 1.115 1.852 0.784
C 1.207 1.466 2.095
N 0.801 0.328 2.505
H 1.163 2.836 0.599
H 0.534 1.283 0.192
H 1.794 2.153 2.709
H 1.253 0.134 3.388
C -1.133 -1.326 0.559
C -0.449 -1.210 -0.631
C -1.081 -0.739 -1.811
C -0.451 -0.721 -3.021
H -2.214 -1.237 0.557
H -0.635 -1.550 1.493
H 0.608 -1.457 -0.666
H -2.112 -0.407 -1.742
H -0.976 -0.354 -3.892
H 0.577 -1.051 -3.117
*
```

Largest force on an atom, eV/Å: 0.96
Kohn-Sham gap (spin up / spin down), eV: 7.577 / 4.623
Relative energy (zero: lowest compared OMol25 entry of this formula, charge and spin), eV: 0.266
Calculated total energy, Ha: -305.659641

***

Record 4
A 3-piece molecular cluster, C39H32ClIN4O7PS2 overall in a non-equilibrium geometry, computed with the ωB97M-V functional and the def2-TZVPD basis.

```
! wB97M-V def2-TZVPD RIJCOSX def2/J DEFGRID3
* xyz 1 1
O 7.520 4.701 -2.755
N 7.031 3.705 -3.120
O 7.209 2.678 -2.161
C 5.994 2.735 -1.358
C 4.638 2.652 -2.212
C 3.677 2.132 -1.034
Cl 3.491 3.635 -0.031
N 4.421 0.962 -0.496
C 4.546 -0.229 -1.440
C 3.168 -0.717 -2.050
C 3.282 -0.840 -3.634
S 3.661 -2.590 -4.123
C 5.489 -2.623 -3.885
S 6.172 -3.668 -2.833
N 6.206 -1.646 -4.663
C 5.814 -1.321 -5.963
C 6.795 -0.289 -6.295
N 7.674 -0.116 -5.221
C 7.318 -0.935 -4.216
P 3.935 0.186 1.083
O 3.614 1.352 2.235
I 5.915 -0.965 2.027
C 5.864 1.446 -0.439
H 6.155 3.650 -0.743
H 4.247 3.652 -2.518
H 4.700 1.985 -3.111
H 2.682 1.993 -1.512
H 5.000 -1.118 -0.919
H 5.249 -0.007 -2.289
H 2.981 -1.758 -1.671
H 2.276 -0.114 -1.756
H 2.287 -0.601 -4.077
H 4.051 -0.132 -4.035
H 4.982 -1.728 -6.566
H 6.810 0.266 -7.260
H 7.794 -1.056 -3.227
H 2.654 1.522 2.286
H 6.070 1.821 0.591
H 6.657 0.756 -0.807
C -2.160 1.716 -4.282
C -3.493 2.114 -4.318
C -4.149 2.456 -3.145
C -3.478 2.390 -1.928
C -2.148 1.967 -1.888
C -1.489 1.642 -3.071
C -1.435 1.845 -0.593
O -0.270 1.479 -0.558
C -2.162 2.165 0.658
C -1.526 2.001 1.886
C -2.194 2.310 3.062
C -3.497 2.795 3.016
C -4.138 2.956 1.796
C -3.476 2.633 0.615
C -4.185 2.775 -0.681
O -5.324 3.194 -0.721
H -1.646 1.458 -5.201
H -4.020 2.160 -5.264
H -5.185 2.770 -3.178
H -0.453 1.326 -3.047
H -0.510 1.626 1.927
H -1.699 2.176 4.016
H -4.016 3.043 3.935
H -5.154 3.329 1.766
C -3.942 -5.850 6.423
C -3.139 -4.784 6.818
C -3.372 -3.513 6.312
C -4.402 -3.306 5.399
C -5.192 -4.381 4.985
C -4.965 -5.650 5.509
C -6.263 -4.186 3.975
O -6.953 -5.120 3.617
C -6.470 -2.831 3.405
C -7.431 -2.641 2.416
C -7.640 -1.376 1.885
C -6.897 -0.293 2.348
C -5.935 -0.479 3.329
C -5.712 -1.749 3.854
C -4.655 -1.940 4.878
O -4.002 -0.994 5.278
H -3.765 -6.840 6.827
H -2.332 -4.944 7.523
H -2.748 -2.685 6.626
H -5.584 -6.484 5.200
H -8.014 -3.480 2.055
H -8.385 -1.232 1.112
H -7.067 0.696 1.938
H -5.356 0.366 3.683
*
```

Largest force on an atom, eV/Å: 4.64
Kohn-Sham gap, eV: 7.176
Relative energy (zero: lowest compared OMol25 entry of this formula, charge and spin), eV: 1.603
Calculated total energy, Ha: -4146.308945

***

Record 5
One molecule with the formula CH2N2O3S in a non-equilibrium geometry, computed with the ωB97M-V functional and the def2-TZVPD basis.

```
! wB97M-V def2-TZVPD RIJCOSX def2/J DEFGRID3
* xyz 0 1
C -0.077 -0.970 0.270
N 0.480 -2.011 0.580
N 0.659 0.054 -0.682
O 4.345 0.120 -0.391
O 2.480 0.780 1.013
O 1.815 -0.185 -1.185
S 3.058 -0.235 0.141
H -0.983 -0.436 0.459
H 0.744 0.967 -0.090
*
```

Largest force on an atom, eV/Å: 2.85
Kohn-Sham gap (spin up / spin down), eV: 7.982 / 7.481
Relative energy (zero: lowest compared OMol25 entry of this formula, charge and spin), eV: 5.131
Calculated total energy, Ha: -772.518279

***

Record 6
C19H24AlB2CaCl5F5N4NaO12P as an isolated structure in a non-equilibrium geometry, computed with the ωB97M-V functional and the def2-TZVPD basis.

```
! wB97M-V def2-TZVPD RIJCOSX def2/J DEFGRID3
* xyz 1 1
C 2.523 -1.988 -0.366
B 1.946 -1.150 -1.657
O 2.262 -1.517 -3.047
N 1.055 0.053 -1.305
C -0.376 -0.260 -1.282
C -1.317 0.969 -0.969
C -2.927 0.844 -0.935
C -3.482 0.011 0.205
C -5.013 -0.136 0.365
C -5.757 0.651 -0.734
C -4.959 1.388 -1.802
N -3.559 1.548 -1.995
C -0.518 2.280 -0.706
C -1.332 3.612 -0.329
C -1.183 3.768 1.281
O -0.395 4.627 1.691
F -1.934 2.870 2.106
C 1.042 2.323 -0.794
N 1.747 1.147 -1.084
H 1.702 -2.021 0.429
H 3.386 -1.347 0.060
H 2.913 -3.033 -0.660
H 1.755 -2.317 -3.311
H -0.804 -1.334 -1.476
H -2.781 -0.503 0.944
H -5.513 -0.726 1.197
H -6.899 0.676 -0.744
H -5.595 1.920 -2.609
H -2.447 3.473 -0.608
H -0.982 4.532 -0.902
H 1.651 3.285 -0.609
O 6.064 -0.433 0.308
C 6.122 0.438 -0.523
O 6.833 0.331 -1.689
C 6.773 1.586 -2.395
C 5.539 2.283 -1.862
C 5.477 1.795 -0.428
H 7.689 2.146 -2.189
H 6.707 1.402 -3.470
H 5.585 3.370 -1.953
H 4.649 1.935 -2.408
H 6.069 2.424 0.242
H 4.449 1.717 -0.074
Cl 0.357 -0.011 -3.666
N 3.135 5.440 -0.411
O 3.132 6.003 0.687
O 4.214 5.086 -0.931
O 2.059 5.214 -1.002
Na -0.234 -3.116 -1.757
C -2.827 -5.836 2.644
C -1.642 -5.150 1.992
O -2.083 -4.343 0.905
H -3.357 -6.457 1.918
H -2.502 -6.470 3.481
H -3.546 -5.101 3.019
H -0.941 -5.891 1.601
H -1.111 -4.517 2.709
H -2.696 -3.684 1.261
Ca 4.560 -0.968 -2.868
O -1.916 6.527 -1.297
P -1.350 6.807 -2.694
O -0.767 5.516 -3.281
O -0.244 7.862 -2.592
O -2.470 7.318 -3.605
Al -1.974 -7.637 4.814
C -3.107 2.629 5.383
Cl -4.164 2.933 6.777
Cl -3.963 1.611 4.201
Cl -2.665 4.172 4.626
Cl -1.635 1.793 5.927
B -1.685 -10.479 1.646
F -2.600 -11.412 1.073
F -2.245 -9.157 1.581
F -1.447 -10.816 3.024
F -0.450 -10.507 0.924
*
```

Largest force on an atom, eV/Å: 6.35
Kohn-Sham gap, eV: 1.804
Relative energy (zero: lowest compared OMol25 entry of this formula, charge and spin), eV: 9.270
Calculated total energy, Ha: -6133.215355

***

Record 7
C17H28NO5PtSi2Te as an isolated structure in a non-equilibrium geometry, computed with the ωB97M-V functional and the def2-TZVPD basis.

```
! wB97M-V def2-TZVPD RIJCOSX def2/J DEFGRID3
* xyz -1 1
Pt -0.674 -0.561 -1.949
O -3.079 3.518 -2.384
C -2.471 2.505 -2.032
O -1.231 2.387 -1.869
C -3.331 1.271 -1.733
C -4.680 1.501 -1.508
C -5.519 0.452 -1.182
C -4.986 -0.818 -1.100
C -3.640 -0.998 -1.357
N -2.814 0.019 -1.661
C -3.033 -2.396 -1.254
O -3.806 -3.334 -1.073
O -1.768 -2.467 -1.339
H -5.039 2.516 -1.604
H -6.573 0.626 -1.004
H -5.572 -1.686 -0.837
C 1.898 -2.547 2.259
Si 2.686 -2.232 0.565
C 4.449 -2.944 0.632
C 1.751 -3.150 -0.780
C 2.861 -0.374 0.268
Te 1.112 0.727 -0.385
C 0.329 0.818 1.629
Si 0.384 2.597 2.268
C 2.050 3.413 1.893
C 0.185 2.513 4.156
C -0.990 3.611 1.486
H 2.021 -3.595 2.540
H 0.828 -2.331 2.241
H 2.358 -1.937 3.040
H 4.416 -4.016 0.841
H 5.055 -2.470 1.408
H 4.963 -2.806 -0.323
H 1.624 -4.203 -0.521
H 2.294 -3.093 -1.727
H 0.760 -2.722 -0.942
H 3.590 -0.193 -0.523
H 3.202 0.139 1.170
H 0.913 0.134 2.245
H -0.697 0.450 1.590
H 2.881 2.892 2.375
H 2.061 4.452 2.230
H 2.221 3.404 0.816
H 0.988 1.926 4.608
H -0.762 2.043 4.430
H 0.207 3.511 4.600
H -0.902 3.564 0.398
H -0.938 4.661 1.780
H -1.979 3.232 1.755
C 0.871 -1.616 -4.325
C 0.986 -0.767 -3.073
O 2.044 -0.199 -2.852
H 1.862 -1.788 -4.743
H 0.260 -1.078 -5.053
H 0.374 -2.559 -4.095
*
```

Largest force on an atom, eV/Å: 1.77
Kohn-Sham gap (spin up / spin down), eV: 6.675 / 6.675
Relative energy (zero: lowest compared OMol25 entry of this formula, charge and spin), eV: 1.777
Calculated total energy, Ha: -2062.010092